# 1
A 2-piece molecular cluster, C2H2F3P overall at a distorted geometry. Source: the Open Molecules 2025 dataset; level of theory: wB97M-V/def2-TZVPD.

XYZ file:
```
8
Properties=species:S:1:pos:R:3:forces:R:3
C 0.432998 2.097969 1.903103 2.2 1.0 1.2
C -0.379669 1.146340 1.670313 -1.6 -5.5 1.3
F 1.515686 1.987528 2.711774 -0.7 0.0 -0.6
F -0.295325 -0.134591 2.231228 0.3 2.3 -0.8
F -1.468055 1.159540 0.961992 -0.3 0.7 -0.6
P -0.943142 -2.158756 -0.843857 -1.4 -0.1 -2.9
H 0.248883 3.018075 1.454590 0.1 1.6 -0.5
H -0.374703 -2.101415 0.327631 1.4 0.1 2.9
```
Positions in Å, forces in eV/Å.

As for the LUMO energy (alpha / beta): -1.4 / -1.4 eV. Its energy above the lowest of the compared OMol25 structures with the same formula, charge and spin is 348.9 kJ/mol. As for the HOMO-LUMO gap (alpha / beta): 0.2733 / 0.2713 Eh.


# 2
C2H2F6LiO6P as an isolated structure at a distorted geometry. Source: the Open Molecules 2025 dataset; level of theory: wB97M-V/def2-TZVPD.

XYZ file:
```
18
Properties=species:S:1:pos:R:3:forces:R:3
Li -0.473743 -0.240696 0.001008 0.2 -0.7 -0.2
O -6.000983 -1.382136 1.774118 0.0 -3.0 0.7
C -5.522923 -0.163246 1.613968 5.6 1.5 -0.3
O -6.422383 0.625954 1.442298 -2.8 3.6 -0.5
O -4.271153 0.069284 1.623488 -1.0 -0.8 0.1
H -6.872283 -0.981886 1.726968 -1.7 -1.2 0.1
O 1.880707 -4.371016 -1.766132 2.3 -3.0 -1.7
C 0.981247 -3.597836 -1.287672 -3.2 5.0 2.0
O 1.068927 -3.357306 -0.055522 0.4 -0.6 1.8
O 0.183827 -2.979156 -1.991442 -1.0 0.0 -2.0
H 2.242607 -4.577976 -0.901382 1.1 -0.7 0.2
P 3.322827 2.981584 -0.278142 -0.2 1.1 -1.2
F 4.025037 3.657964 -1.588602 0.3 -0.6 0.0
F 3.929417 1.519934 -0.594482 0.6 0.1 0.6
F 4.662277 3.351284 0.579458 -1.0 -0.7 0.5
F 2.375207 2.376274 0.929588 1.3 0.7 0.2
F 2.784627 4.553044 0.037178 -0.5 -1.8 0.1
F 2.106767 2.515934 -1.264702 -0.8 1.1 -0.1
```
Positions in Å, forces in eV/Å.

As for the LUMO energy: 3.6 eV. As for the HOMO-LUMO gap: 0.2441 Eh. As for the charge: -2.


# 3
C2H2FHgO2 as an isolated structure at a distorted geometry. Source: the Open Molecules 2025 dataset; level of theory: wB97M-V/def2-TZVPD.

XYZ file:
```
8
Properties=species:S:1:pos:R:3:forces:R:3
H -1.882875 -1.434839 -0.403326 0.5 0.1 -0.1
O -0.011814 -1.268579 0.377093 3.6 -1.7 1.5
O -0.074760 1.322865 -0.012325 3.5 2.2 0.9
C -0.980966 -0.831429 -0.199595 -3.0 4.4 -1.6
C -1.016859 0.690008 -0.430812 -2.7 -4.8 -0.2
F 3.920062 0.224632 0.906870 0.0 0.0 0.0
H -1.941917 1.163300 -0.803809 0.5 -0.1 -0.1
Hg 1.989131 0.134041 0.565903 -2.3 -0.1 -0.5
```
Positions in Å, forces in eV/Å.

As for the LUMO energy (alpha / beta): -1.4 / -1.4 eV. The spin multiplicity is 2. Its energy above the lowest of the compared OMol25 structures with the same formula, charge and spin is 67.8 kJ/mol. As for the HOMO-LUMO gap (alpha / beta): 0.2145 / 0.3261 Eh.


# 4
The molecule C2H2FI at a distorted geometry. Source: the Open Molecules 2025 dataset; level of theory: wB97M-V/def2-TZVPD.

XYZ file:
```
6
Properties=species:S:1:pos:R:3:forces:R:3
C -0.560718 0.681962 -0.285945 4.8 -5.1 2.5
C 0.453610 -0.389795 -0.003247 -3.0 4.2 -1.6
F 1.714685 -0.526550 -0.549504 -2.1 0.6 0.4
I -0.015802 -1.924068 1.263288 0.1 -0.4 0.3
H -1.354182 0.681291 0.493684 0.5 0.2 -1.2
H -0.237594 1.477160 -0.918276 -0.2 0.5 -0.3
```
Positions in Å, forces in eV/Å.

As for the LUMO energy: 0.5 eV. Its energy above the lowest of the compared OMol25 structures with the same formula, charge and spin is 67.7 kJ/mol. As for the HOMO-LUMO gap: 0.3518 Eh. As for the SMILES: C=C(F)I.


# 5
A 2-piece molecular cluster, C2H2FI overall at a distorted geometry. Source: the Open Molecules 2025 dataset; level of theory: wB97M-V/def2-TZVPD.

XYZ file:
```
6
Properties=species:S:1:pos:R:3:forces:R:3
C -0.772291 0.394155 0.008721 -0.6 -0.1 0.0
C 0.481775 0.125899 0.060184 0.7 -2.7 -0.4
F 0.547681 -2.131570 -0.056035 0.0 3.1 0.2
I 2.415592 0.601590 0.012122 -0.5 -0.2 0.1
H -1.161492 1.403806 -0.047652 0.3 0.2 0.1
H -1.511266 -0.393878 0.022661 0.1 -0.3 0.0
```
Positions in Å, forces in eV/Å.

As for the LUMO energy (alpha / beta): -1.5 / -1.5 eV. Its energy above the lowest of the compared OMol25 structures with the same formula, charge and spin is 298.5 kJ/mol. As for the HOMO-LUMO gap (alpha / beta): 0.3226 / 0.3226 Eh.


# 6
C2H2FI3 as an isolated structure at a distorted geometry. Source: the Open Molecules 2025 dataset; level of theory: wB97M-V/def2-TZVPD.

XYZ file:
```
8
Properties=species:S:1:pos:R:3:forces:R:3
C -0.981850 -0.169406 -0.035668 3.5 1.0 0.5
C 0.734516 0.119890 0.050052 -2.3 -0.1 -0.4
F -1.288709 -1.467152 -0.086000 0.0 -0.9 0.2
I 1.494990 -0.982329 1.685709 0.1 0.0 0.0
I 1.813058 -0.393079 -1.812833 -0.8 0.1 0.9
I 0.874948 2.283943 0.339947 -0.1 -0.7 0.0
H -1.207391 0.275992 -0.959024 -0.7 0.8 -1.2
H -1.439560 0.332142 0.817818 0.2 -0.1 0.0
```
Positions in Å, forces in eV/Å.

As for the LUMO energy: -1.0 eV. Its energy above the lowest of the compared OMol25 structures with the same formula, charge and spin is 17.1 kJ/mol. As for the HOMO-LUMO gap: 0.3079 Eh.


# 7
C2H2FK as an isolated structure at a distorted geometry. Source: the Open Molecules 2025 dataset; level of theory: wB97M-V/def2-TZVPD.

XYZ file:
```
6
Properties=species:S:1:pos:R:3:forces:R:3
F 1.379611 2.227676 -1.337331 0.0 -0.6 0.2
C 0.585356 0.357786 -0.309215 0.3 0.4 1.8
C -0.630506 0.404051 -0.034875 1.1 -0.6 -1.6
H 1.646489 0.158484 0.011684 -1.6 0.6 -1.0
H -1.569243 0.670121 -0.512038 0.3 0.2 0.6
K -0.511971 -2.483471 0.857783 0.0 0.1 0.0
```
Positions in Å, forces in eV/Å.

As for the LUMO energy (alpha / beta): 2.4 / 3.0 eV. The spin multiplicity is 2. Its energy above the lowest of the compared OMol25 structures with the same formula, charge and spin is 70.9 kJ/mol. As for the HOMO-LUMO gap (alpha / beta): 0.1211 / 0.2680 Eh. As for the charge: -1.


# 8
C2H2FMgO2 as an isolated structure at a distorted geometry. Source: the Open Molecules 2025 dataset; level of theory: wB97M-V/def2-TZVPD.

XYZ file:
```
8
Properties=species:S:1:pos:R:3:forces:R:3
F -1.787452 1.399360 0.111843 0.6 0.6 0.8
C -0.969308 0.401832 0.291323 1.6 -0.4 -2.1
C -0.984732 -0.869907 0.156335 2.6 -0.4 0.0
H -1.694320 -1.637206 0.433404 0.0 0.3 -0.3
O 0.696311 1.063941 -0.191113 -1.4 -0.9 0.3
O 1.400552 -0.075296 -0.760986 -0.5 -0.2 1.0
H 0.436368 -1.018966 -0.398846 -1.5 1.1 0.9
Mg 2.902581 0.736240 0.358037 -1.4 -0.2 -0.5
```
Positions in Å, forces in eV/Å.

As for the LUMO energy (alpha / beta): 0.1 / -1.2 eV. The spin multiplicity is 2. As for the HOMO-LUMO gap (alpha / beta): 0.2760 / 0.2922 Eh.


# 9
The molecule C2H2FN3 at a distorted geometry. Source: the Open Molecules 2025 dataset; level of theory: wB97M-V/def2-TZVPD.

XYZ file:
```
8
Properties=species:S:1:pos:R:3:forces:R:3
C -0.238671 -0.953262 0.092677 -1.4 -0.9 -0.3
C -1.590054 1.074537 0.185102 0.0 -0.6 0.4
N -1.121292 0.003717 0.036931 0.0 1.2 0.4
N 1.056364 -0.711202 0.013012 3.2 1.5 -0.1
N 1.554825 0.426548 -0.040492 -1.1 -1.5 -0.1
F 2.974313 0.252858 -0.108878 -0.4 0.0 0.1
H -0.568582 -1.974063 0.128568 -0.1 0.0 0.0
H -2.066902 1.880870 -0.306921 -0.2 0.4 -0.5
```
Positions in Å, forces in eV/Å.

As for the LUMO energy (alpha / beta): -0.4 / -0.4 eV. Its energy above the lowest of the compared OMol25 structures with the same formula, charge and spin is 451.0 kJ/mol. As for the HOMO-LUMO gap (alpha / beta): 0.3014 / 0.3015 Eh.


# 10
The molecule C2H2FNO at a distorted geometry. Source: the Open Molecules 2025 dataset; level of theory: wB97M-V/def2-TZVPD.

XYZ file:
```
7
Properties=species:S:1:pos:R:3:forces:R:3
C 0.594589 0.521692 0.247667 9.1 6.1 -2.2
C -0.705208 0.168180 0.029093 -5.3 -0.4 0.0
N 0.262240 -0.810459 0.487367 2.3 0.7 1.0
O 1.622291 1.452002 -0.157383 -6.9 -6.7 3.0
F 0.880819 -1.722587 -0.330434 -0.2 -0.3 -0.6
H -1.596159 0.150102 0.694738 0.9 0.4 -0.2
H -1.058573 0.241071 -0.971051 0.1 0.1 -1.1
```
Positions in Å, forces in eV/Å.

As for the LUMO energy: -0.8 eV. Its energy above the lowest of the compared OMol25 structures with the same formula, charge and spin is 509.9 kJ/mol. As for the HOMO-LUMO gap: 0.3595 Eh. As for the SMILES: O=C1CN1F.


Calculated total energy (computed, Eh): -718.185968; -1477.272621; -481.077942; -474.891144; -474.803247; -1070.308772; -777.084430; -527.585585; -341.354979; -307.052877